Record 1
66
Properties=species:S:1:pos:R:3:nbo_charge:R:1 method="wB97M-V/def2-TZVPD" gap_ev=3.09 lumo_ev=-4.73 total_charge=0
In 1.520 -0.493 -1.058 0.91
C 3.745 4.217 -0.347 0.00
C 3.166 5.499 -0.501 0.32
C 1.697 5.664 -0.702 0.33
O 1.155 6.781 -0.674 -0.48
C 0.859 4.565 -0.834 -0.18
C 1.413 3.245 -0.871 0.39
C 2.921 3.034 -0.523 0.35
O 3.349 1.910 -0.449 -0.39
O 0.875 2.200 -1.181 -0.57
O 3.893 6.455 -0.236 -0.40
H 4.804 4.223 -0.123 0.26
H -0.199 4.728 -0.973 0.24
O 4.332 -1.411 2.770 -0.73
C 4.208 -0.356 1.923 0.95
O 3.102 -0.145 1.344 -0.78
O 5.224 0.346 1.709 -0.73
H 5.278 -1.417 2.977 0.50
F -1.218 -0.161 -0.431 -0.36
C -2.517 0.220 -0.486 0.46
C -3.522 -0.728 -0.394 -0.31
C -4.843 -0.290 -0.492 -0.19
C -5.134 1.053 -0.718 -0.23
C -4.106 1.970 -0.841 -0.17
C -2.796 1.565 -0.644 -0.31
H -3.218 -1.764 -0.310 0.23
H -5.668 -0.984 -0.409 0.22
H -6.159 1.401 -0.694 0.22
H -4.267 3.028 -1.002 0.22
H -2.042 2.307 -0.875 0.23
F 2.466 -3.040 0.106 -0.34
C 2.256 -4.311 0.526 0.40
C 2.773 -5.353 -0.238 -0.28
C 2.734 -6.627 0.305 -0.19
C 2.052 -6.886 1.480 -0.23
C 1.524 -5.825 2.206 -0.19
C 1.643 -4.523 1.752 -0.28
H 3.017 -5.131 -1.268 0.23
H 3.109 -7.351 -0.411 0.22
H 1.985 -7.899 1.851 0.22
H 1.132 -5.908 3.212 0.22
H 1.306 -3.662 2.308 0.24
F -0.274 0.489 -3.058 -0.35
C -1.355 1.008 -3.702 0.39
C -2.501 0.259 -3.766 -0.28
C -3.609 0.787 -4.432 -0.18
C -3.548 2.031 -5.029 -0.23
C -2.312 2.676 -5.092 -0.18
C -1.198 2.173 -4.412 -0.29
H -2.474 -0.755 -3.390 0.23
H -4.541 0.238 -4.461 0.22
H -4.382 2.384 -5.620 0.22
H -2.172 3.657 -5.528 0.22
H -0.331 2.818 -4.397 0.23
F 0.448 -1.386 1.363 -0.36
C 0.031 -1.073 2.630 0.39
C -1.240 -0.620 2.856 -0.29
C -1.566 -0.215 4.164 -0.20
C -0.598 -0.243 5.154 -0.22
C 0.705 -0.660 4.868 -0.19
C 0.985 -1.193 3.622 -0.27
H -1.930 -0.664 2.026 0.22
H -2.500 0.310 4.313 0.22
H -0.895 0.063 6.148 0.21
H 1.450 -0.681 5.651 0.22
H 1.958 -1.550 3.307 0.27



Record 2
76
Properties=species:S:1:pos:R:3:mulliken_charge:R:1 method="wB97M-V/def2-TZVPD" gap_ev="6.14 / 4.99" lumo_ev="-0.71 / -1.84" total_charge=0
Sn -0.816 0.743 2.429 0.96
P 0.002 0.731 -0.112 -0.41
Cl 1.156 1.745 3.462 -0.44
C -1.743 2.589 1.890 -1.06
H -1.524 3.421 2.583 0.42
H -2.740 2.645 1.407 0.35
C 1.360 -0.287 -0.915 1.86
C 0.134 2.475 -0.807 0.38
C 2.738 0.347 -0.686 -0.99
H 1.327 -1.245 -0.337 -0.60
C 3.840 -0.587 -1.188 -0.70
H 2.799 1.303 -1.230 0.24
H 2.884 0.575 0.382 0.36
C 3.627 -1.069 -2.621 -0.76
H 4.808 -0.081 -1.098 0.45
H 3.875 -1.466 -0.522 0.17
C 2.220 -1.630 -2.821 -1.11
H 3.779 -0.229 -3.313 0.34
H 4.373 -1.830 -2.876 0.41
C 1.167 -0.610 -2.398 -0.56
H 2.055 -1.906 -3.869 0.39
H 2.091 -2.542 -2.225 0.36
H 1.298 0.304 -2.992 0.12
H 0.159 -0.986 -2.611 0.26
C -1.650 0.015 -0.731 0.43
C 0.560 2.564 -2.277 -0.62
H -0.890 2.864 -0.670 1.03
C 0.484 4.012 -2.761 -1.08
H 1.597 2.215 -2.372 0.18
H -0.061 1.926 -2.921 0.12
C 1.322 4.964 -1.901 -0.70
H 0.815 4.058 -3.805 0.40
H -0.566 4.328 -2.738 0.38
C 1.087 4.791 -0.395 -0.90
H 2.385 4.789 -2.117 0.32
H 1.107 5.999 -2.193 0.39
C 1.080 3.325 0.060 -0.27
H 1.863 5.332 0.158 0.37
H 0.124 5.245 -0.127 0.34
H 2.101 2.920 -0.016 0.16
H 0.791 3.249 1.116 0.12
C -1.622 -1.513 -0.731 0.25
H -2.340 0.358 0.065 0.82
C -3.037 -2.039 -0.892 -0.81
H -0.986 -1.906 -1.538 0.25
H -1.117 -1.933 0.229 -1.27
C -3.715 -1.492 -2.162 -0.78
H -3.016 -3.135 -0.924 0.41
H -3.627 -1.758 -0.006 0.37
C -3.568 0.017 -2.342 -0.94
H -3.284 -2.004 -3.032 0.30
H -4.776 -1.764 -2.146 0.40
C -2.170 0.559 -2.065 -0.62
H -3.861 0.294 -3.355 0.40
H -4.265 0.525 -1.671 0.37
H -1.486 0.268 -2.877 0.20
H -2.191 1.657 -2.049 0.24
C -0.592 -2.414 2.503 0.24
C -0.235 -1.285 3.285 -0.23
H -1.720 -2.483 2.457 -0.03
C -0.884 -1.267 4.654 -0.85
H 0.840 -1.045 3.272 0.51
C -0.832 -2.623 5.410 -0.80
H -0.427 -0.492 5.294 0.33
H -1.954 -0.995 4.536 0.36
C -1.017 -3.871 4.561 -0.58
H 0.109 -2.700 5.964 0.33
H -1.616 -2.590 6.167 0.34
C -0.275 -3.798 3.234 -0.79
H -0.679 -4.756 5.120 0.34
H -2.086 -3.984 4.338 0.32
H 0.810 -3.879 3.380 0.34
H -0.592 -4.584 2.539 0.26
O 2.812 -3.011 1.407 -0.24
N 2.447 -2.958 0.299 0.19
O -0.070 -2.404 1.235 -0.75



Record 3
53
Properties=species:S:1:pos:R:3:nbo_charge:R:1 method="wB97M-V/def2-TZVPD" gap_ev=9.04 smiles="CC[C@@H](C=O)NCN.O.O.O.O.O.O.O.O.O.O.O" lumo_ev=0.16 total_charge=0
C -0.309 3.250 1.387 -0.63
C 0.001 1.920 0.679 -0.40
C -0.076 2.041 -0.846 -0.19
C 1.081 2.921 -1.274 0.46
O 2.237 2.559 -1.320 -0.59
N 0.023 0.733 -1.548 -0.68
C 0.786 0.668 -2.809 -0.06
N 0.329 -0.424 -3.625 -0.85
H -1.028 3.816 0.800 0.20
H 0.664 3.698 1.570 0.21
H -0.763 3.118 2.371 0.23
H -0.564 1.009 0.905 0.21
H 0.951 1.536 1.051 0.21
H -1.021 2.524 -1.102 0.23
H 0.849 3.973 -1.522 0.12
H 0.304 0.049 -0.844 0.39
H 1.852 0.521 -2.644 0.17
H 0.692 1.589 -3.382 0.18
H 0.531 -1.300 -3.161 0.35
H -0.580 -0.303 -4.037 0.40
O -1.482 -3.436 -0.252 -0.98
H -1.255 -4.344 -0.467 0.51
H -1.502 -2.874 -1.052 0.50
O -1.541 -2.185 2.188 -1.03
H -2.360 -2.499 2.572 0.48
H -1.337 -2.729 1.395 0.53
O -3.058 2.623 -0.635 -0.94
H -2.932 2.177 0.215 0.49
H -2.970 3.542 -0.450 0.47
O 0.948 -3.822 0.909 -1.00
H 1.397 -3.565 1.721 0.49
H 0.807 -3.016 0.386 0.49
O 0.638 -1.177 0.663 -1.01
H 0.193 -1.294 1.507 0.51
H 1.450 -0.668 0.721 0.51
O 1.377 -1.976 3.120 -0.97
H 1.835 -1.143 3.300 0.49
H 0.487 -1.946 3.423 0.49
O -2.677 -0.026 -3.408 -0.95
H -2.996 -0.853 -3.141 0.46
H -2.385 0.415 -2.583 0.49
O -2.245 0.444 1.913 -0.95
H -2.525 -0.270 2.481 0.48
H -1.585 0.049 1.344 0.47
O 2.903 0.663 0.578 -1.01
H 3.859 0.548 0.485 0.49
H 2.678 1.336 -0.111 0.51
O 2.284 1.077 3.874 -0.94
H 1.817 1.804 3.486 0.47
H 2.771 0.713 3.133 0.47
O 0.050 -3.974 -2.623 -0.93
H 0.618 -3.412 -2.077 0.46
H 0.778 -4.081 -3.262 0.47



Record 4
73
Properties=species:S:1:pos:R:3:nbo_charge:R:1 method="wB97M-V/def2-TZVPD" gap_ev=8.77 smiles="CCO[C@@H]1OC(C(=O)N2CCN(Cc3ccc4c(c3)OCO4)CC2)=C[C@H](c2ccc(Br)cc2)[C@H]1CCCO" lumo_ev=0.51 total_charge=0
C 3.961 0.120 -0.590 -0.63
C 2.458 -0.056 -0.723 -0.05
O 2.115 -1.320 -0.169 -0.57
C 0.787 -1.694 -0.298 0.41
O -0.009 -0.751 0.400 -0.53
C -1.249 -1.173 0.798 0.22
C -2.098 -0.131 1.472 0.64
O -2.682 -0.417 2.504 -0.62
N -2.210 1.080 0.893 -0.43
C -1.644 1.525 -0.355 -0.21
C -0.686 2.687 -0.092 -0.24
N -1.410 3.762 0.558 -0.44
C -0.606 4.966 0.676 -0.23
C -0.351 5.569 -0.681 -0.03
C 0.920 5.958 -1.069 -0.21
C 1.167 6.529 -2.317 -0.26
C 0.093 6.685 -3.156 0.22
C -1.191 6.289 -2.775 0.30
C -1.439 5.733 -1.546 -0.29
O -2.068 6.551 -3.795 -0.49
C -1.301 7.138 -4.824 0.24
O 0.051 7.206 -4.423 -0.48
C -1.940 3.306 1.830 -0.22
C -2.903 2.145 1.586 -0.23
C -1.692 -2.422 0.684 -0.24
C -0.839 -3.536 0.150 -0.27
C -1.069 -4.806 0.929 -0.02
C -1.251 -6.021 0.283 -0.20
C -1.426 -7.189 1.004 -0.24
C -1.421 -7.133 2.386 -0.08
Br -1.658 -8.738 3.387 0.05
C -1.251 -5.932 3.053 -0.24
C -1.075 -4.774 2.320 -0.16
C 0.637 -3.116 0.255 -0.25
C 1.582 -4.097 -0.458 -0.40
C 2.427 -4.927 0.512 -0.42
C 3.661 -4.178 1.036 -0.05
O 3.371 -3.044 1.808 -0.74
H 4.247 0.065 0.457 0.22
H 4.480 -0.665 -1.133 0.21
H 4.255 1.086 -0.991 0.22
H 1.924 0.738 -0.188 0.18
H 2.150 -0.029 -1.779 0.17
H 0.484 -1.662 -1.369 0.14
H -1.125 0.712 -0.858 0.23
H -2.460 1.881 -0.995 0.20
H -0.286 3.058 -1.038 0.22
H 0.153 2.327 0.531 0.17
H 0.353 4.775 1.190 0.17
H -1.172 5.683 1.280 0.21
H 1.747 5.822 -0.389 0.21
H 2.157 6.834 -2.614 0.23
H -2.426 5.423 -1.250 0.24
H -1.384 6.529 -5.738 0.16
H -1.676 8.153 -5.031 0.16
H -2.479 4.129 2.303 0.21
H -1.137 2.974 2.512 0.17
H -3.283 1.747 2.527 0.25
H -3.738 2.489 0.967 0.20
H -2.686 -2.656 1.026 0.24
H -1.088 -3.718 -0.904 0.22
H -1.263 -6.064 -0.796 0.21
H -1.567 -8.132 0.497 0.23
H -1.255 -5.903 4.132 0.23
H -0.950 -3.833 2.833 0.22
H 0.898 -3.059 1.315 0.23
H 0.992 -4.773 -1.080 0.21
H 2.251 -3.544 -1.122 0.21
H 2.785 -5.822 0.000 0.21
H 1.811 -5.247 1.354 0.21
H 4.228 -4.845 1.691 0.18
H 4.302 -3.908 0.183 0.15
H 2.999 -2.364 1.226 0.48



Record 5
116
Properties=species:S:1:pos:R:3:mulliken_charge:R:1 method="wB97M-V/def2-TZVPD" gap_ev=6.42 lumo_ev=1.63 total_charge=-1
Cs 1.117 -1.692 0.022 1.32
N -3.082 0.391 1.582 0.11
C -3.201 0.905 2.940 -0.96
C -2.056 1.843 3.284 -0.56
N -0.764 1.197 3.494 1.41
C 0.325 2.179 3.483 -1.37
C 1.138 2.202 2.200 0.12
N 0.386 2.790 1.088 -0.10
C -0.736 0.366 4.692 -0.98
C 0.441 -0.607 4.690 -0.78
N 0.527 -1.433 3.488 -0.06
H -3.818 -0.286 1.410 0.21
H -2.222 -0.144 1.474 -0.19
H -3.291 0.112 3.696 0.42
H -4.120 1.497 3.012 0.49
H -2.332 2.441 4.174 0.29
H -1.935 2.527 2.442 -0.08
H 1.011 1.973 4.308 0.38
H -0.077 3.186 3.674 0.46
H 1.409 1.181 1.927 -0.40
H 2.086 2.723 2.395 0.40
H 0.877 2.631 0.215 0.04
H 0.334 3.797 1.198 0.04
H -1.658 -0.218 4.723 0.33
H -0.710 0.979 5.612 0.29
H 0.380 -1.250 5.571 0.57
H 1.382 -0.056 4.780 0.15
H -0.271 -2.062 3.442 0.20
H 0.358 -0.783 2.723 -0.31
C 1.482 0.850 -2.331 -0.36
O 0.531 -0.185 -2.518 0.16
C 0.022 -0.370 -3.773 0.35
C 0.370 0.484 -4.815 -0.34
C -0.135 0.306 -6.095 -0.75
C -0.992 -0.748 -6.351 -0.97
C -1.333 -1.595 -5.315 0.05
C -0.869 -1.442 -4.005 -0.21
N -1.425 -2.451 -3.167 -0.76
N -1.402 -2.320 -1.913 0.86
C -2.080 -3.276 -1.169 -0.44
C -2.020 -3.043 0.250 0.21
O -1.538 -2.011 0.794 -0.65
C -2.539 -4.078 1.132 -0.89
C -3.160 -5.170 0.661 -0.94
C -3.361 -5.360 -0.746 1.02
C -4.098 -6.470 -1.180 -0.83
C -4.361 -6.678 -2.512 -0.56
C -3.876 -5.748 -3.433 -0.74
C -3.135 -4.659 -3.032 -0.39
C -2.836 -4.418 -1.667 0.42
H 2.386 0.680 -2.921 0.38
H 1.744 0.820 -1.274 -0.35
H 1.059 1.830 -2.554 0.21
H 1.037 1.311 -4.629 0.41
H 0.151 0.994 -6.880 0.39
H -1.396 -0.910 -7.342 0.39
H -2.006 -2.426 -5.484 0.34
H -2.403 -3.907 2.193 0.43
H -3.543 -5.926 1.339 0.34
H -4.468 -7.164 -0.433 0.36
H -4.935 -7.537 -2.837 0.38
H -4.082 -5.882 -4.489 0.41
H -2.766 -3.968 -3.767 0.67
S -1.628 2.648 -2.741 -0.38
Sb -2.562 3.428 -0.642 1.03
C -2.847 1.379 -3.045 0.57
C -3.095 0.358 -2.135 -0.22
C -4.056 -0.600 -2.419 -0.23
C -4.752 -0.563 -3.617 -0.64
C -4.494 0.449 -4.532 -0.84
C -3.554 1.424 -4.245 -0.93
C -4.306 4.375 -1.496 0.36
C -5.416 4.525 -0.672 -0.68
C -6.574 5.133 -1.139 -0.54
C -6.632 5.589 -2.448 -0.45
C -5.532 5.434 -3.282 -0.59
C -4.377 4.831 -2.807 -0.21
C -1.335 5.201 -0.619 0.37
C -1.226 5.872 0.598 -0.80
C -0.439 7.008 0.720 -0.51
C 0.263 7.483 -0.379 -0.45
C 0.165 6.822 -1.595 -0.69
C -0.631 5.691 -1.714 -0.17
H -2.532 0.295 -1.211 0.46
H -4.228 -1.403 -1.714 0.47
H -5.484 -1.328 -3.841 0.40
H -5.028 0.480 -5.474 0.38
H -3.356 2.223 -4.949 0.43
H -5.386 4.156 0.349 0.32
H -7.431 5.242 -0.486 0.39
H -7.534 6.057 -2.821 0.36
H -5.577 5.782 -4.307 0.38
H -3.525 4.704 -3.467 0.38
H -1.755 5.499 1.470 0.36
H -0.366 7.517 1.673 0.40
H 0.887 8.362 -0.286 0.37
H 0.713 7.189 -2.455 0.38
H -0.705 5.192 -2.674 0.49
O 5.972 -1.993 6.737 -0.66
N 5.510 -2.735 5.884 1.05
O 5.428 -3.946 6.004 -0.66
C 5.007 -2.135 4.668 -0.72
C 4.472 -2.938 3.679 -0.30
C 4.003 -2.389 2.507 0.02
C 3.961 -0.951 2.263 0.72
O 3.381 -0.370 1.342 -0.67
C 4.641 -0.215 3.326 -0.37
C 5.096 -0.758 4.491 -0.38
N 4.779 1.241 3.201 1.10
O 4.730 1.899 4.232 -0.64
O 4.939 1.715 2.097 -0.58
N 3.546 -3.369 1.529 1.11
O 3.108 -4.429 1.940 -0.63
O 3.643 -3.107 0.337 -0.60
H 4.428 -4.008 3.818 0.64
H 5.526 -0.128 5.255 0.59



Record 6
18
Properties=species:S:1:pos:R:3:nbo_charge:R:1 method="wB97M-V/def2-TZVPD" gap_ev=9.72 smiles=S.S.S.S.S.S lumo_ev=0.36 total_charge=0
S 2.413 -0.096 1.496 -0.29
H 1.280 -0.001 0.727 0.16
H 2.469 -1.294 0.945 0.13
S 1.493 3.265 0.076 -0.30
H 2.205 2.965 1.192 0.15
H 2.560 3.650 -0.648 0.15
S 2.462 -0.581 -1.988 -0.30
H 3.223 -0.832 -3.072 0.15
H 3.395 -1.113 -1.144 0.15
S -2.907 2.124 -0.090 -0.28
H -3.929 1.490 0.458 0.13
H -2.074 1.880 0.947 0.14
S -2.060 -1.477 -2.392 -0.29
H -2.307 -2.735 -2.060 0.14
H -0.788 -1.411 -2.005 0.15
S -1.925 -1.637 2.358 -0.29
H -2.261 -2.828 2.895 0.14
H -3.250 -1.369 2.304 0.14



Record 7
80
Properties=species:S:1:pos:R:3:mulliken_charge:R:1 method="wB97M-V/def2-TZVPD" gap_ev="2.73 / 2.77" lumo_ev="2.34 / 2.35" total_charge=-1
C 3.398 1.564 0.757 -1.36
C 2.617 2.605 0.009 0.48
H 4.433 1.500 0.421 0.38
H 2.923 0.586 0.623 0.06
H 3.426 1.774 1.835 0.30
C 3.148 3.464 -0.867 0.20
C 4.598 3.550 -1.231 -1.47
H 2.502 4.171 -1.400 0.34
H 5.202 2.757 -0.773 0.35
H 5.043 4.506 -0.924 0.29
H 4.745 3.493 -2.319 0.28
Sn -0.412 -0.288 0.167 -0.60
Cl -0.897 0.453 2.353 -0.62
Cl 1.298 -1.898 0.503 -0.55
H -5.044 -3.598 0.767 0.34
H -4.176 -4.205 3.075 0.33
C -4.020 -3.689 0.381 -1.00
C -3.174 -4.278 2.632 -0.94
N -3.071 -3.399 1.464 0.33
H -3.869 -2.988 -0.439 0.18
C -2.144 -2.465 1.396 0.63
O -1.993 -1.744 0.336 -0.44
H -2.439 -3.990 3.387 0.27
H -1.502 -2.316 2.272 0.18
H -3.870 -4.718 0.027 0.34
H -2.987 -5.322 2.346 0.32
H 2.939 0.090 -1.967 0.14
H 2.042 2.123 -3.575 0.13
C 2.331 -0.561 -2.615 -0.95
C 1.614 1.267 -4.123 -0.89
N 1.234 0.207 -3.202 0.61
H 1.946 -1.403 -2.035 0.19
C -0.040 0.003 -2.893 -0.62
O -0.417 -0.785 -1.953 -0.09
H 0.731 1.604 -4.677 0.29
H -0.784 0.541 -3.496 0.23
H 2.965 -0.926 -3.436 0.43
H 2.363 0.875 -4.820 0.37
O 0.649 1.355 -0.418 0.45
C 1.109 2.509 0.247 -0.35
C -0.187 3.830 -1.520 -0.09
C 0.275 3.716 -0.208 0.24
H 0.077 3.067 -2.255 0.34
C -0.942 4.947 -1.902 -0.77
H 0.995 2.379 1.337 0.41
C 0.012 4.726 0.722 -0.48
H -1.325 5.024 -2.924 0.44
C -1.152 5.981 -0.978 -0.48
C -0.661 5.881 0.330 -0.63
H 0.389 4.611 1.734 0.46
H -1.687 6.885 -1.293 0.35
H -0.786 6.707 1.034 0.36
Si 3.294 -5.353 1.941 0.57
Cl 4.672 -3.783 1.503 -0.34
C 2.917 -6.109 0.272 -0.96
C 2.082 -4.388 2.964 -0.56
C 3.925 -6.827 2.969 -1.02
H 2.776 -5.313 -0.474 0.25
H 2.008 -6.726 0.299 0.33
H 3.748 -6.756 -0.064 0.28
H 4.679 -7.449 2.465 0.28
H 3.081 -7.504 3.184 0.32
H 4.336 -6.547 3.946 0.28
H 1.846 -3.448 2.439 -0.07
H 2.547 -4.138 3.934 0.30
H 1.145 -4.926 3.155 0.26
N -2.304 1.175 -0.783 0.67
C -3.513 1.744 -0.289 0.01
C -4.133 2.812 -0.950 -0.19
C -5.318 3.334 -0.439 -0.61
C -5.901 2.774 0.704 -0.43
C -5.288 1.696 1.349 -0.71
C -4.093 1.169 0.851 0.04
H -1.774 1.859 -1.337 -0.39
H -2.489 0.378 -1.395 0.29
H -3.700 3.200 -1.876 0.35
H -5.799 4.176 -0.934 0.35
H -6.827 3.196 1.097 0.35
H -5.749 1.260 2.242 0.36
H -3.593 0.316 1.313 0.25



In Ha, the energy values for the records above are, in order, -2311.17397; -2200.46695; -1223.24505; -4261.01631; -3648.16214; -2396.24033; -3290.98488.
In kcal/mol, the relative energy (zero: lowest compared OMol25 entry of this formula, charge and spin) values for the records above are, in order, 0.0; 14.0; 86.6; 0.0; 0.0; 1.7; 0.0.